Here is a molecular structure, C23H32Cl2N2RuS5 from OMol25. Energies are from ωB97M-V/def2-TZVPD.

⟨S²⟩: 8.78
Spin multiplicity: 6
Relative energy (zero: lowest compared OMol25 entry of this formula, charge and spin) (kJ/mol): 0.0
Charge: +1
LUMO energy (alpha / beta) (eV): -1.66 / -4.70
Highest occupied orbital energy (alpha / beta) (hartree): -0.370 / -0.403

Structure (XYZ):
```
65
C23H32Cl2N2RuS5, DFT ωB97M-V/def2-TZVPD
Ru 0.329 0.108 0.022
Cl 2.564 -0.162 -3.290
Cl -0.330 -0.355 -2.942
S 0.274 2.587 -1.208
S -2.025 0.289 0.003
S 2.604 -0.432 0.119
S -0.231 5.220 1.920
S 2.196 2.600 1.581
N 0.432 -0.471 2.389
N -0.314 -2.307 0.017
C 1.979 3.198 -1.113
C -2.298 -3.751 -0.209
C -0.309 0.473 3.238
C 2.419 3.771 0.216
C 4.479 -0.928 3.614
C 2.860 -0.638 1.848
C -3.986 -1.567 -0.157
C 1.000 -0.162 -4.107
C -0.267 -1.776 2.453
C -2.608 -1.370 -0.071
C 0.162 -2.723 1.351
C 1.821 -0.605 2.801
C 2.144 -0.731 4.146
C 0.609 4.283 3.233
C -4.513 -2.837 -0.268
C 3.460 -0.884 4.553
C 0.407 -3.092 -0.997
C -1.060 3.918 0.938
C 4.178 -0.812 2.272
C -1.752 -2.477 -0.095
C 2.025 3.804 2.940
C -3.667 -3.935 -0.297
C -0.724 3.964 -0.556
H -0.200 4.886 -0.817
H 0.273 1.379 3.353
H 1.252 -2.779 1.312
H -1.636 3.942 -1.150
H 2.423 3.302 3.824
H 0.651 4.964 4.085
H -0.106 -3.012 -1.952
H 4.964 -0.843 1.531
H 0.860 0.791 -4.604
H -1.648 -4.616 -0.230
H -0.806 2.951 1.366
H -0.214 -3.729 1.574
H -0.079 -2.237 3.429
H 0.956 -0.989 -4.806
H 5.507 -1.054 3.926
H -4.072 -4.933 -0.390
H -0.040 3.459 3.525
H -4.634 -0.701 -0.145
H 1.871 4.678 0.449
H -1.340 -1.584 2.377
H 3.480 4.022 0.147
H 2.097 3.964 -1.881
H -0.524 0.054 4.226
H -5.583 -2.970 -0.339
H 2.584 2.337 -1.399
H -1.256 0.704 2.749
H 2.684 4.647 2.733
H 3.688 -0.978 5.606
H 0.472 -4.147 -0.715
H 1.360 -0.717 4.892
H 1.419 -2.696 -1.097
H -2.134 4.062 1.059
```